Here is 28 unconnected molecules or ions with the total composition C28H112N56O28 at a distorted geometry from the OMol25 dataset. Energies are from the ωB97M-V functional and the def2-TZVPD basis.

Computed properties:
- highest occupied orbital energy (eV) = -8.47
- energy relative to the best compared isomer or geometry (same formula, charge and spin) (kcal/mol) = 486.48
- calculated total energy (eV) = -171644.0850
- Kohn-Sham gap (eV) = 7.752
- LUMO energy (eV) = -0.72

Last columns: bonded neighbours and bond lengths (Å).
CARTESIAN COORDINATES (ANGSTROEM)
1 C -0.0756 -4.1362 3.4182  O2 1.189, N3 1.275, N4 1.300
2 O 0.5225 -4.6520 2.5296  C1 1.189
3 N -0.6591 -3.0152 3.2531  C1 1.275, H5 1.010, H6 1.010
4 N -0.3209 -4.5318 4.6319  C1 1.300, H7 1.010, H8 1.010
5 H -0.8700 -2.7313 2.3070  N3 1.010
6 H -0.9832 -2.4659 4.0363  N3 1.010
7 H -1.0480 -4.0820 5.1696  N4 1.010
8 H 0.0641 -5.4143 4.9372  N4 1.010
9 C -0.6007 -0.7723 -7.8054  O10 1.174, N11 1.285, N12 1.323
10 O -1.2564 -1.3445 -7.0168  C9 1.174
11 N -0.1855 0.4038 -7.4961  C9 1.285, H13 1.010, H14 1.010
12 N -0.3830 -1.1487 -9.0552  C9 1.323, H15 1.010, H16 1.010
13 H 0.5473 0.8396 -8.0376  N11 1.010
14 H -0.1839 0.4836 -6.4893  N11 1.010
15 H -0.5180 -2.1300 -9.2522  N12 1.010
16 H -0.0121 -0.5386 -9.7696  N12 1.010
17 C -4.2332 0.5406 2.2812  O18 1.187, N19 1.329, N20 1.309
18 O -4.5878 0.8582 3.3686  C17 1.187
19 N -5.1029 0.0460 1.4064  C17 1.329, H21 1.010, H22 1.010
20 N -3.1042 1.0599 1.8688  C17 1.309, H23 1.010, H24 1.010
21 H -4.8963 -0.1441 0.4363  N19 1.010
22 H -5.9472 -0.3659 1.7773  N19 1.010
23 H -3.1221 1.2164 0.8712  N20 1.010
24 H -2.4962 1.4817 2.5562  N20 1.010
25 C -4.2186 -2.7783 4.1474  O26 1.185, N27 1.325, N28 1.277
26 O -4.5011 -2.9773 3.0141  C25 1.185
27 N -3.2691 -1.9577 4.5730  C25 1.325, H29 1.010, H30 1.010
28 N -4.7635 -3.3070 5.1745  C25 1.277, H31 1.010, H32 1.010
29 H -2.7954 -1.3350 3.9344  N27 1.010
30 H -3.0506 -2.1867 5.5321  N27 1.010
31 H -4.7758 -2.7125 5.9910  N28 1.010
32 H -5.3153 -4.1000 4.8800  N28 1.010
33 C 6.5916 -0.9605 -3.1227  O34 1.238, N35 1.356, N36 1.281
34 O 6.9465 -2.0952 -3.4679  C33 1.238
35 N 6.3543 -0.5190 -1.8628  C33 1.356, H37 1.010, H38 1.010
36 N 6.7074 0.0717 -3.8725  C33 1.281, H39 1.010, H40 1.010
37 H 6.4321 0.4860 -1.7989  N35 1.010
38 H 6.3091 -1.0757 -1.0213  N35 1.010
39 H 6.8799 -0.1510 -4.8424  N36 1.010
40 H 6.1497 0.9098 -3.7906  N36 1.010
41 C -0.1654 -0.0930 4.6435  O42 1.223, N43 1.298, N44 1.276
42 O -1.1761 0.3258 4.0967  C41 1.223
43 N -0.1099 -1.0040 5.5665  C41 1.298, H45 1.010, H46 1.010
44 N 0.9130 0.5739 4.5021  C41 1.276, H47 1.010, H48 1.010
45 H 0.7402 -1.1546 6.0906  N43 1.010
46 H -1.0606 -1.2626 5.7888  N43 1.010
47 H 1.7247 0.4136 5.0814  N44 1.010
48 H 0.9822 1.3198 3.8246  N44 1.010
49 C 4.2656 -0.4600 5.0894  O50 1.219, N51 1.308, N52 1.277
50 O 3.4259 -1.2300 4.6560  C49 1.219
51 N 4.6895 -0.2657 6.3112  C49 1.308, H53 1.010, H54 1.010
52 N 5.0127 0.1976 4.2899  C49 1.277, H55 1.010, H56 1.010
53 H 5.6258 0.0765 6.4737  N51 1.010
54 H 4.2214 -0.7585 7.0582  N51 1.010
55 H 4.9893 -0.0127 3.3024  N52 1.010
56 H 5.5941 0.9016 4.7219  N52 1.010
57 C 2.4229 -2.5563 7.3504  O58 1.225, N59 1.274, N60 1.328
58 O 3.5363 -2.1804 7.6974  C57 1.225
59 N 1.3828 -2.5346 8.0855  C57 1.274, H61 1.010, H62 1.010
60 N 2.0773 -3.1646 6.2213  C57 1.328, H63 1.010, H64 1.010
61 H 0.4446 -2.8811 7.9443  N59 1.010
62 H 1.4292 -1.8908 8.8624  N59 1.010
63 H 1.1913 -3.6049 6.0182  N60 1.010
64 H 2.7349 -2.9294 5.4917  N60 1.010
65 C 3.7290 -1.4418 0.9772  O66 1.207, N67 1.357, N68 1.292
66 O 4.5092 -0.5292 1.1020  C65 1.207
67 N 2.7707 -1.9207 1.8095  C65 1.357, H69 1.010, H70 1.010
68 N 3.6570 -2.0345 -0.1690  C65 1.292, H71 1.010, H72 1.010
69 H 2.2084 -2.7035 1.5075  N67 1.010
70 H 2.8238 -1.5419 2.7443  N67 1.010
71 H 4.2163 -1.7909 -0.9740  N68 1.010
72 H 3.3069 -2.9791 -0.0957  N68 1.010
73 C -1.3142 -5.9152 -3.5164  O74 1.194, N75 1.312, N76 1.256
74 O -1.7976 -6.3062 -2.4973  C73 1.194
75 N -0.4473 -6.5759 -4.2470  C73 1.312, H77 1.010, H78 1.010
76 N -1.3637 -4.7271 -3.9210  C73 1.256, H79 1.010, H80 1.010
77 H 0.0138 -6.2307 -5.0767  N75 1.010
78 H -0.0928 -7.4371 -3.8561  N75 1.010
79 H -1.8724 -4.1331 -3.2818  N76 1.010
80 H -1.0198 -4.3865 -4.8074  N76 1.010
81 C 3.9254 -6.6835 3.1686  O82 1.246, N83 1.292, N84 1.249
82 O 3.5781 -7.4224 2.2274  C81 1.246
83 N 5.1109 -6.7000 3.6822  C81 1.292, H85 1.010, H86 1.010
84 N 3.2215 -5.7462 3.5993  C81 1.249, H87 1.010, H88 1.010
85 H 5.2892 -6.0740 4.4544  N83 1.010
86 H 5.8288 -7.0518 3.0649  N83 1.010
87 H 2.7063 -5.2140 2.9127  N84 1.010
88 H 3.6414 -5.2036 4.3406  N84 1.010
89 C -2.6645 -3.7389 -0.3440  O90 1.244, N91 1.303, N92 1.290
90 O -2.2966 -3.6633 -1.5296  C89 1.244
91 N -2.6558 -2.8045 0.5635  C89 1.303, H93 1.010, H94 1.010
92 N -3.1221 -4.8571 0.1090  C89 1.290, H95 1.010, H96 1.010
93 H -2.4477 -1.8601 0.2719  N91 1.010
94 H -3.1782 -2.9537 1.4149  N91 1.010
95 H -2.9670 -5.4616 -0.6851  N92 1.010
96 H -3.0746 -5.1454 1.0758  N92 1.010
97 C -3.8715 1.5102 6.8070  O98 1.245, N99 1.266, N100 1.279
98 O -4.0074 1.6869 8.0323  C97 1.245
99 N -4.5641 0.7461 6.0729  C97 1.266, H101 1.010, H102 1.010
100 N -3.1115 2.2134 6.0569  C97 1.279, H103 1.010, H104 1.010
101 H -4.1123 0.5795 5.1851  N99 1.010
102 H -5.1932 0.0737 6.4880  N99 1.010
103 H -2.9192 3.0822 6.5349  N100 1.010
104 H -2.9319 1.9689 5.0935  N100 1.010
105 C 2.4889 -1.8607 -4.0815  O106 1.232, N107 1.283, N108 1.241
106 O 3.2735 -2.8076 -4.0003  C105 1.232
107 N 2.5017 -0.7645 -3.4149  C105 1.283, H109 1.010, H110 1.010
108 N 1.5625 -1.9422 -4.9036  C105 1.241, H111 1.010, H112 1.010
109 H 3.0665 -0.8008 -2.5783  N107 1.010
110 H 1.9108 0.0009 -3.7065  N107 1.010
111 H 1.2041 -2.8535 -5.1508  N108 1.010
112 H 0.9266 -1.1609 -4.8314  N108 1.010
113 C -5.9971 4.0380 -0.8475  O114 1.275, N115 1.255, N116 1.283
114 O -6.6449 3.3632 -1.7134  C113 1.275
115 N -5.9528 5.2918 -0.8311  C113 1.255, H117 1.010, H118 1.010
116 N -5.2984 3.4920 0.0792  C113 1.283, H119 1.010, H120 1.010
117 H -6.3828 5.7913 -1.5964  N115 1.010
118 H -5.5561 5.6831 0.0113  N115 1.010
119 H -4.7148 4.0678 0.6691  N116 1.010
120 H -5.4857 2.5265 0.3089  N116 1.010
121 C 3.8835 4.6908 4.5623  O122 1.232, N123 1.308, N124 1.227
122 O 4.5560 5.0661 5.5239  C121 1.232
123 N 4.1303 5.1312 3.3551  C121 1.308, H125 1.010, H126 1.010
124 N 3.0008 3.8388 4.5987  C121 1.227, H127 1.010, H128 1.010
125 H 4.7254 5.9391 3.2395  N123 1.010
126 H 3.9039 4.5454 2.5642  N123 1.010
127 H 2.9176 3.3015 5.4499  N124 1.010
128 H 2.5256 3.4269 3.8083  N124 1.010
129 C -0.0564 0.0245 -0.1621  O130 1.205, N131 1.269, N132 1.267
130 O -1.0108 0.6486 -0.5505  C129 1.205
131 N 0.1164 -0.2627 1.0620  C129 1.269, H133 1.010, H134 1.010
132 N 0.8921 -0.4502 -0.8548  C129 1.267, H135 1.010, H136 1.010
133 H 0.7425 -0.9492 1.4579  N131 1.010
134 H -0.5193 0.2151 1.6847  N131 1.010
135 H 0.8801 -0.3012 -1.8537  N132 1.010
136 H 1.6577 -0.9050 -0.3783  N132 1.010
137 C -0.7574 6.0963 -2.5435  O138 1.255, N139 1.277, N140 1.281
138 O -0.6720 4.8968 -2.1850  C137 1.255
139 N -0.0472 6.9891 -1.9687  C137 1.277, H141 1.010, H142 1.010
140 N -1.6848 6.5165 -3.3212  C137 1.281, H143 1.010, H144 1.010
141 H -0.4558 7.9116 -2.0150  N139 1.010
142 H 0.5346 6.7479 -1.1791  N139 1.010
143 H -1.9994 7.4751 -3.3676  N140 1.010
144 H -2.1195 5.7921 -3.8747  N140 1.010
145 C -1.1897 -0.8266 -3.8384  O146 1.222, N147 1.321, N148 1.304
146 O -0.3562 -0.0753 -4.3211  C145 1.222
147 N -1.9025 -0.6068 -2.7485  C145 1.321, H149 1.010, H150 1.010
148 N -1.8757 -1.6963 -4.5268  C145 1.304, H151 1.010, H152 1.010
149 H -2.5799 -1.2941 -2.4503  N147 1.010
150 H -1.4601 -0.0273 -2.0495  N147 1.010
151 H -1.7145 -1.7195 -5.5235  N148 1.010
152 H -2.6811 -2.0786 -4.0521  N148 1.010
153 C -0.4126 3.1499 -5.4548  O154 1.288, N155 1.258, N156 1.264
154 O 0.7984 2.7413 -5.6116  C153 1.288
155 N -0.8301 4.2596 -5.8762  C153 1.258, H157 1.010, H158 1.010
156 N -1.3753 2.4485 -5.0328  C153 1.264, H159 1.010, H160 1.010
157 H -0.0852 4.7380 -6.3624  N155 1.010
158 H -1.7697 4.6151 -5.7721  N155 1.010
159 H -1.0536 1.5951 -4.5988  N156 1.010
160 H -2.3506 2.6811 -5.1540  N156 1.010
161 C 2.8699 3.0670 1.0059  O162 1.257, N163 1.288, N164 1.316
162 O 2.3640 2.9016 2.1445  C161 1.257
163 N 2.5815 4.0368 0.2083  C161 1.288, H165 1.010, H166 1.010
164 N 3.7672 2.2769 0.4554  C161 1.316, H167 1.010, H168 1.010
165 H 3.1259 4.2991 -0.6010  N163 1.010
166 H 1.8906 4.7447 0.4124  N163 1.010
167 H 3.8019 2.6055 -0.4990  N164 1.010
168 H 4.3253 1.5379 0.8585  N164 1.010
169 C -5.3488 -1.8108 -2.0904  O170 1.206, N171 1.335, N172 1.328
170 O -5.2012 -1.4617 -0.9457  C169 1.206
171 N -6.3299 -1.3869 -2.8908  C169 1.335, H173 1.010, H174 1.010
172 N -4.7074 -2.6912 -2.8507  C169 1.328, H175 1.010, H176 1.010
173 H -6.9749 -0.7558 -2.4372  N171 1.010
174 H -6.3185 -1.7494 -3.8334  N171 1.010
175 H -4.7870 -2.7454 -3.8561  N172 1.010
176 H -4.2480 -3.4679 -2.3972  N172 1.010
177 C 4.1077 0.7642 -7.1821  O178 1.212, N179 1.262, N180 1.330
178 O 5.1774 0.1941 -7.2101  C177 1.212
179 N 3.8990 1.7707 -7.9145  C177 1.262, H181 1.010, H182 1.010
180 N 2.9902 0.4402 -6.5377  C177 1.330, H183 1.010, H184 1.010
181 H 2.9354 2.0244 -8.0796  N179 1.010
182 H 4.5890 1.8054 -8.6513  N179 1.010
183 H 3.3429 -0.0177 -5.7094  N180 1.010
184 H 2.1771 1.0251 -6.6672  N180 1.010
185 C -5.1893 1.4251 -4.2554  O186 1.217, N187 1.284, N188 1.310
186 O -6.0955 2.1569 -4.6066  C185 1.217
187 N -4.8826 1.2962 -3.0157  C185 1.284, H189 1.010, H190 1.010
188 N -4.6108 0.5928 -5.0847  C185 1.310, H191 1.010, H192 1.010
189 H -5.3694 1.9625 -2.4333  N187 1.010
190 H -3.9938 0.8571 -2.8230  N187 1.010
191 H -4.2939 -0.2829 -4.6939  N188 1.010
192 H -5.1049 0.5490 -5.9645  N188 1.010
193 C 3.6371 3.2582 -3.1076  O194 1.222, N195 1.354, N196 1.318
194 O 4.3166 2.8061 -2.1980  C193 1.222
195 N 2.2836 3.2394 -3.0738  C193 1.354, H197 1.010, H198 1.010
196 N 3.9974 3.8110 -4.2483  C193 1.318, H199 1.010, H200 1.010
197 H 1.7680 3.3584 -3.9340  N195 1.010
198 H 1.8374 2.8277 -2.2666  N195 1.010
199 H 5.0057 3.7828 -4.3001  N196 1.010
200 H 3.3900 4.3288 -4.8673  N196 1.010
201 C 1.5653 -4.2677 -0.5628  O202 1.278, N203 1.293, N204 1.262
202 O 2.6294 -4.4381 0.1251  C201 1.278
203 N 0.3588 -4.4039 -0.1184  C201 1.293, H205 1.010, H206 1.010
204 N 1.5255 -4.1237 -1.8159  C201 1.262, H207 1.010, H208 1.010
205 H -0.4057 -4.2069 -0.7483  N203 1.010
206 H 0.2173 -4.7147 0.8321  N203 1.010
207 H 2.3575 -3.9484 -2.3609  N204 1.010
208 H 0.7243 -4.3047 -2.4037  N204 1.010
209 C -0.6428 3.9271 5.7974  O210 1.232, N211 1.302, N212 1.280
210 O -1.7004 4.5445 5.6628  C209 1.232
211 N -0.1483 3.2955 4.7719  C209 1.302, H213 1.010, H214 1.010
212 N -0.0655 3.7695 6.9288  C209 1.280, H215 1.010, H216 1.010
213 H -0.7008 3.1252 3.9438  N211 1.010
214 H 0.5610 2.6394 5.0660  N211 1.010
215 H 0.7129 3.1456 7.0871  N212 1.010
216 H -0.6394 4.2143 7.6309  N212 1.010
217 C -1.5350 4.1374 1.3252  O218 1.231, N219 1.279, N220 1.302
218 O -1.5769 3.6222 2.4427  C217 1.231
219 N -2.1221 5.2233 0.9897  C217 1.279, H221 1.010, H222 1.010
220 N -1.2306 3.5662 0.1953  C217 1.302, H223 1.010, H224 1.010
221 H -1.7093 5.7582 0.2390  N219 1.010
222 H -2.4047 5.8501 1.7295  N219 1.010
223 H -1.2842 4.0618 -0.6831  N220 1.010
224 H -1.0498 2.5756 0.1167  N220 1.010



Here is 3 unconnected molecules or ions with the total composition C5H13NOS at a distorted geometry from the OMol25 dataset. Energies are from the ωB97M-V functional and the def2-TZVPD basis.

Computed properties:
- highest occupied orbital energy (eV) = -7.88
- energy relative to the best compared isomer or geometry (same formula, charge and spin) (kcal/mol) = 196.51
- calculated total energy (eV) = -19760.5803
- Kohn-Sham gap (eV) = 3.745
- LUMO energy (eV) = -4.14

Last columns: bonded neighbours and bond lengths (Å).
CARTESIAN COORDINATES (ANGSTROEM)
1 C 1.1028 1.4377 -0.2731  C5 1.572, H9 1.076, H10 1.095, H11 1.103
2 N -1.4882 1.5149 1.1998  C3 1.328
3 C -2.6756 1.0733 0.7999  N2 1.328, H12 1.144, H13 1.132
4 O 2.4895 -1.8789 -0.1677  H14 0.980, H21 0.955
5 C 0.9840 0.1913 0.6768  C1 1.572, C6 1.593, H15 1.070, H16 1.078
6 C -0.2699 -0.7810 0.5404  C5 1.593, C7 1.558, H17 1.053, H18 1.103
7 C -0.9483 -0.6966 -0.8600  C6 1.558, S8 1.780, H19 1.017, H20 1.102
8 S 0.2604 -1.2987 -2.0202  C7 1.780
9 H 1.2015 1.3168 -1.3375  C1 1.076
10 H 0.2582 2.1315 -0.3350  C1 1.095
11 H 1.9328 2.0371 0.1373  C1 1.103
12 H -3.5772 1.7684 0.6861  C3 1.144
13 H -2.9539 0.0304 0.4600  C3 1.132
14 H 3.2782 -1.5573 -0.6527  O4 0.980
15 H 0.9280 0.5999 1.6637  C5 1.070
16 H 1.8262 -0.4028 0.3617  C5 1.078
17 H -1.1134 -0.8075 1.1703  C6 1.053
18 H 0.0690 -1.8302 0.5652  C6 1.103
19 H -1.2795 0.2607 -0.9487  C7 1.017
20 H -1.8478 -1.3327 -0.8226  C7 1.102
21 H 1.8233 -1.7762 -0.8438  O4 0.955



Here is a gas-phase ion, C5H10N (charge +1) at a distorted geometry from the OMol25 dataset. Energies are from the ωB97M-V functional and the def2-TZVPD basis.

Computed properties:
- highest occupied orbital energy (alpha / beta) (eV) = -12.52 / -13.62
- energy relative to the best compared isomer or geometry (same formula, charge and spin) (kcal/mol) = 110.63
- charge = +1
- calculated total energy (eV) = -6825.4045
- Kohn-Sham gap (alpha / beta) (eV) = 7.842 / 9.535
- LUMO energy (alpha / beta) (eV) = -4.68 / -4.08

Last columns: bonded neighbours and bond lengths (Å).
CARTESIAN COORDINATES (ANGSTROEM)
1 C -0.4513 1.2366 -0.1421  C2 1.262, C3 1.496, H7 1.067
2 C -1.1796 0.2070 -0.0927  C1 1.262, C5 1.456
3 C 1.0340 1.2766 0.0327  C1 1.496, N6 1.614, H8 1.072, H9 1.182
4 C 1.0636 -1.3707 0.3337  N6 1.485, H10 1.119, H11 1.133
5 C -2.5220 -0.3463 0.0158  C2 1.456, H12 1.084, H13 1.019, H14 1.157
6 N 1.7531 -0.1542 -0.1654  C3 1.614, C4 1.485, H15 1.076, H16 1.034
7 H -0.7602 2.2121 -0.4452  C1 1.067
8 H 1.5646 1.9230 -0.6385  C3 1.072
9 H 1.2286 1.6034 1.1519  C3 1.182
10 H 0.9365 -1.5919 1.4228  C4 1.119
11 H 1.1053 -2.2475 -0.3825  C4 1.133
12 H -2.5181 -1.4270 0.1013  C5 1.084
13 H -3.0057 -0.0292 -0.8233  C5 1.019
14 H -3.1454 -0.1022 0.9590  C5 1.157
15 H 1.8803 -0.2552 -1.2288  N6 1.076
16 H 2.7096 0.0177 0.1876  N6 1.034



Q: energy relative to the best compared isomer or geometry (same formula, charge and spin) of number 2 (C5H13NOS)?
A: 196.51 kcal/mol



Q: Which of these has the lowest energy relative to the best compared isomer or geometry (same formula, charge and spin)?
A: C5H10N